Entry 1:
Molecular formula: C3H4F2N2
Method: DFT, the ωB97M-V functional and the def2-TZVPD basis

Computed properties:
Molar mass: 106.1 g mol⁻¹
ΔE to the lowest compared entry with this formula, charge and spin: 4.953 eV
HOMO energy (spin up / spin down): -8.62 / -8.62 eV

Element x y z (Å)
F (-1.93, 1.71, -0.13)
F (-1.26, -3.25, 1.72)
N (-2.30, 0.36, -0.02)
N (-0.33, -1.13, 1.87)
C (-0.12, 0.06, 2.27)
C (-0.92, -2.03, 1.25)
C (-2.33, -0.26, -1.12)
H (0.88, 0.62, 2.27)
H (-0.99, 0.65, 2.31)
H (-2.49, -1.32, -0.95)
H (-2.11, 0.20, -2.07)

Let us look at the Mulliken charges, expressed in e, one per atom: -0.1951 -0.1886 -0.1644 -0.0127 -0.3273 -0.0207 -0.2162 0.2241 0.3188 0.2588 0.3233


Entry 2:
Molecular formula: C3H4F2O
Method: DFT, the ωB97M-V functional and the def2-TZVPD basis

Computed properties:
Molar mass: 94.1 g mol⁻¹
ΔE to the lowest compared entry with this formula, charge and spin: 3.927 eV
HOMO energy (spin up / spin down): -8.25 / -8.60 eV

Element x y z (Å)
F (-1.61, 1.10, -1.09)
F (-1.37, -1.53, 0.15)
O (1.38, 0.54, 1.13)
C (0.14, 0.12, 0.96)
C (-0.52, 0.30, -1.24)
C (-0.30, -0.75, -0.24)
H (0.41, -1.42, -0.51)
H (1.96, -0.23, 1.29)
H (0.44, 0.93, -1.52)
H (-0.54, 0.95, 1.08)

Let us look at the Mulliken charges, expressed in e, one per atom: -0.2293 -0.2800 -0.4129 -0.4551 -0.2747 0.3584 0.3331 0.3412 0.2535 0.3658


Entry 3:
Molecular formula: C3H4F2OS
Method: DFT, the ωB97M-V functional and the def2-TZVPD basis

Computed properties:
Molar mass: 126.1 g mol⁻¹
ΔE to the lowest compared entry with this formula, charge and spin: 1.678 eV
HOMO energy (spin up / spin down): -9.41 / -9.41 eV
SMILES string: O[C@@](F)(C=S)CF

Element x y z (Å)
S (2.88, 0.25, 0.34)
F (-0.29, -2.21, 0.04)
F (0.74, 0.40, -1.44)
O (-0.78, 1.42, -0.02)
C (1.30, 0.43, 0.80)
C (-0.83, -0.91, -0.16)
C (0.22, 0.29, -0.17)
H (-1.36, -0.86, -1.16)
H (-1.50, -0.77, 0.77)
H (0.89, 0.61, 1.83)
H (-1.26, 1.35, -0.81)

Let us look at the Mulliken charges, expressed in e, one per atom: -0.1248 -0.2976 -0.2977 -0.5092 -0.5405 -0.2881 0.9048 0.3061 0.2462 0.2818 0.3190


Entry 4:
Molecular formula: C3H4F2Si
Method: DFT, the ωB97M-V functional and the def2-TZVPD basis

Computed properties:
Molar mass: 106.1 g mol⁻¹
ΔE to the lowest compared entry with this formula, charge and spin: 0.242 eV
HOMO energy: -10.98 eV
SMILES string: C#C[Si](C)(F)F

Element x y z (Å)
Si (1.63, -0.09, 0.00)
F (2.70, -0.76, 0.87)
F (2.28, -0.22, -1.44)
C (0.02, -1.19, 0.17)
C (1.31, 1.71, 0.31)
C (1.02, 2.87, 0.42)
H (0.34, -2.00, -0.58)
H (-0.82, -0.76, -0.35)
H (0.76, 3.81, 0.60)
H (-0.18, -1.74, 1.11)

Let us look at the Mulliken charges, expressed in e, one per atom: 0.5868 -0.1995 -0.2424 -0.9838 -1.0191 0.5044 0.2300 0.3515 0.4613 0.3110


Entry 5:
Molecular formula: C3H4F3N2O2
Method: DFT, the ωB97M-V functional and the def2-TZVPD basis

Computed properties:
Molar mass: 157.1 g mol⁻¹
ΔE to the lowest compared entry with this formula, charge and spin: 1.104 eV
Total charge: +1
HOMO energy (spin up / spin down): -15.42 / -15.42 eV
SMILES string: [O-]/[NH+]=C\[N+](O)=C/C(F)(F)F

Element x y z (Å)
F (3.10, -0.75, 0.51)
F (2.50, 0.21, -1.31)
F (1.79, 0.95, 0.66)
O (-1.22, -1.51, 0.34)
O (-2.76, 0.40, 0.44)
N (-1.91, 1.09, -0.07)
N (-0.30, -0.61, 0.09)
C (0.91, -1.01, 0.06)
C (2.08, -0.10, -0.10)
C (-0.74, 0.68, -0.28)
H (-0.15, 1.51, -0.76)
H (1.12, -2.08, 0.13)
H (-2.16, -0.84, 0.59)
H (-2.26, 2.06, -0.31)

Let us look at the Mulliken charges, expressed in e, one per atom: -0.2292 -0.1923 -0.2147 -0.5056 -0.5481 0.3658 0.4037 -0.3090 0.7507 -0.1579 0.3853 0.4894 0.4614 0.3005


Entry 6:
Molecular formula: C3H4F3N3
Method: DFT, the ωB97M-V functional and the def2-TZVPD basis

Computed properties:
Molar mass: 139.1 g mol⁻¹
ΔE to the lowest compared entry with this formula, charge and spin: 1.750 eV
HOMO energy (spin up / spin down): -7.72 / -7.64 eV

Element x y z (Å)
F (-3.03, 0.80, 1.73)
F (-1.57, 2.10, 1.04)
F (-2.60, 1.03, -0.41)
N (-0.53, -0.64, -2.19)
N (-1.47, -1.23, -1.88)
N (0.12, -0.26, 0.26)
C (-2.04, 0.86, 0.80)
C (0.24, 0.60, -0.82)
C (-1.07, -0.32, 0.92)
H (1.23, 0.76, -1.25)
H (-0.51, 1.32, -1.13)
H (0.67, -1.05, 0.54)
H (-1.48, -1.17, 1.51)

Let us look at the Mulliken charges, expressed in e, one per atom: -0.2933 -0.2505 -0.2445 0.0723 -0.1954 -0.0289 0.7735 -0.5439 -0.5105 0.3794 0.2872 0.2358 0.3189


Entry 7:
Molecular formula: C3H4F3NO3
Method: DFT, the ωB97M-V functional and the def2-TZVPD basis

Computed properties:
Molar mass: 159.1 g mol⁻¹
ΔE to the lowest compared entry with this formula, charge and spin: 5.291 eV
HOMO energy: -10.54 eV

Element x y z (Å)
F (-0.01, -0.85, 2.10)
F (-1.70, 0.42, 2.14)
F (-1.67, -1.17, -0.26)
O (0.50, 0.79, -2.50)
O (1.22, -1.20, -2.80)
O (0.17, 1.35, 1.66)
N (0.89, -0.28, -2.09)
C (-0.94, -0.12, -0.07)
C (-0.55, 0.26, 1.45)
C (1.03, -0.54, -0.67)
H (-1.08, 0.79, -0.58)
H (1.41, 0.23, -0.21)
H (-0.37, 1.91, 2.24)
H (1.10, -1.60, -0.42)

Let us look at the Mulliken charges, expressed in e, one per atom: -0.2953 -0.3136 -0.2452 -0.5711 -0.5695 -0.4708 0.9799 -0.2055 0.8426 -0.9268 0.4815 0.5697 0.3341 0.3899


Entry 8:
Molecular formula: C3H4FFeO2
Method: DFT, the ωB97M-V functional and the def2-TZVPD basis

Computed properties:
Molar mass: 146.9 g mol⁻¹
ΔE to the lowest compared entry with this formula, charge and spin: 0.000 eV
Total charge: +2
Multiplicity: 6
HOMO energy (spin up / spin down): -20.65 / -20.95 eV

Element x y z (Å)
Fe (2.91, 0.19, 0.53)
F (0.73, 1.96, -0.64)
O (0.06, 0.70, 1.12)
O (0.98, -0.30, -0.63)
C (1.05, 0.85, 0.19)
C (-0.35, -0.84, -0.58)
C (-1.03, 0.00, 0.51)
H (-0.26, -1.90, -0.31)
H (-1.52, -0.61, 1.28)
H (-1.75, 0.71, 0.08)
H (-0.83, -0.73, -1.56)

Let us look at the Mulliken charges, expressed in e, one per atom: 0.8463 -0.1660 -0.0860 -0.3647 0.8811 -0.2566 -0.1705 0.3225 0.3433 0.3415 0.3093


Entry 9:
Molecular formula: C3H4FI
Method: DFT, the ωB97M-V functional and the def2-TZVPD basis

Computed properties:
Molar mass: 186.0 g mol⁻¹
ΔE to the lowest compared entry with this formula, charge and spin: 4.011 eV
HOMO energy (spin up / spin down): -9.24 / -8.97 eV

Element x y z (Å)
I (2.43, 0.50, 0.04)
F (3.11, -1.65, -0.20)
C (0.46, 0.17, 0.04)
C (-0.72, 0.36, -0.76)
C (-0.85, -0.02, 0.71)
H (-1.12, -0.96, 1.08)
H (-1.07, -0.47, -1.40)
H (-0.97, 1.30, -0.99)
H (-1.27, 0.77, 1.48)

Let us look at the Mulliken charges, expressed in e, one per atom: 0.5624 -0.5887 -0.2236 -0.3753 -0.3258 0.2557 0.2162 0.2942 0.1848


Entry 10:
Molecular formula: C3H4FIO
Method: DFT, the ωB97M-V functional and the def2-TZVPD basis

Computed properties:
Molar mass: 202.0 g mol⁻¹
ΔE to the lowest compared entry with this formula, charge and spin: 3.053 eV
HOMO energy: -9.29 eV

Element x y z (Å)
I (1.90, -0.73, 1.61)
F (-0.10, 1.52, 1.17)
O (0.64, 1.74, -1.59)
C (0.61, 0.52, 0.45)
C (0.91, 0.78, -0.92)
C (-1.19, -0.83, 0.18)
H (-0.79, -1.83, -0.18)
H (-1.50, -0.81, 1.25)
H (-1.58, -0.20, -0.58)
H (1.12, -0.17, -1.40)

Let us look at the Mulliken charges, expressed in e, one per atom: 0.1464 -0.2576 -0.4667 0.0124 0.0788 -0.8114 0.3075 0.3245 0.3610 0.3051


Entry 11:
Molecular formula: C3H4FIO2
Method: DFT, the ωB97M-V functional and the def2-TZVPD basis

Computed properties:
Molar mass: 218.0 g mol⁻¹
ΔE to the lowest compared entry with this formula, charge and spin: 0.000 eV
HOMO energy: -10.08 eV
SMILES string: COC(=O)[C@H](F)I

Element x y z (Å)
I (2.15, 2.23, 0.78)
F (1.59, -0.21, 2.35)
O (-0.98, 0.80, 1.07)
O (-0.11, -0.54, -0.54)
C (1.38, 0.23, 1.07)
C (-1.31, -0.56, -1.30)
C (0.00, 0.24, 0.62)
H (-0.91, -0.95, -2.30)
H (-2.04, -1.28, -0.81)
H (-1.73, 0.51, -1.29)
H (1.95, -0.48, 0.35)

Let us look at the Mulliken charges, expressed in e, one per atom: 0.0997 -0.2193 -0.5154 -0.3146 -0.0482 -0.5333 0.5245 0.2040 0.2382 0.2854 0.2790


Entry 12:
Molecular formula: C3H4FN
Method: DFT, the ωB97M-V functional and the def2-TZVPD basis

Computed properties:
Molar mass: 73.1 g mol⁻¹
ΔE to the lowest compared entry with this formula, charge and spin: 1.358 eV
Multiplicity: 3
HOMO energy (spin up / spin down): -6.45 / -10.15 eV

Element x y z (Å)
F (0.75, 0.35, 2.83)
N (0.25, 0.18, -0.92)
C (-0.59, -0.28, -1.73)
C (0.48, 0.69, 0.21)
C (0.03, -0.12, 1.72)
H (-0.16, -0.80, -2.61)
H (0.92, 1.60, 0.37)
H (0.05, -1.26, 1.62)
H (-1.74, -0.36, -1.47)

Let us look at the Mulliken charges, expressed in e, one per atom: -0.2248 -0.2721 -0.3843 -0.1748 -0.1075 0.2754 0.3972 0.2521 0.2389


Entry 13:
Molecular formula: C3H4FN3
Method: DFT, the ωB97M-V functional and the def2-TZVPD basis

Computed properties:
Molar mass: 101.1 g mol⁻¹
ΔE to the lowest compared entry with this formula, charge and spin: 1.427 eV
HOMO energy: -9.90 eV
SMILES string: FCc1cnn[nH]1

Element x y z (Å)
F (-0.87, 0.78, 1.95)
N (1.49, -0.37, -1.61)
N (1.15, 0.47, 0.25)
N (2.09, 0.28, -0.67)
C (-0.06, 0.00, -0.11)
C (-1.21, 0.06, 0.86)
C (0.18, -0.58, -1.31)
H (-2.07, 0.52, 0.33)
H (-1.54, -0.98, 1.15)
H (-0.51, -1.12, -1.92)
H (1.36, 0.95, 1.08)

Let us look at the Mulliken charges, expressed in e, one per atom: -0.2873 -0.2644 0.3156 -0.7201 0.5070 -0.1535 -0.5195 0.2381 0.2239 0.3983 0.2618


Entry 14:
Molecular formula: C3H4FN4
Method: DFT, the ωB97M-V functional and the def2-TZVPD basis

Computed properties:
Molar mass: 115.1 g mol⁻¹
ΔE to the lowest compared entry with this formula, charge and spin: 0.805 eV
Total charge: -1
HOMO energy: -4.98 eV

Element x y z (Å)
F (-1.58, -0.75, -0.85)
N (2.02, -1.81, 0.97)
N (0.22, -1.08, 1.88)
N (1.32, -1.78, 2.07)
N (1.41, -1.12, 0.02)
C (-0.82, 0.04, 0.00)
C (0.29, -0.68, 0.60)
C (-0.38, 1.52, -1.23)
H (-1.30, 1.70, -1.76)
H (-1.50, 0.48, 0.72)
H (-0.09, 2.33, -0.58)
H (0.42, 1.14, -1.83)

Let us look at the Mulliken charges, expressed in e, one per atom: -0.2970 -0.4113 -0.3546 -0.4030 -0.3452 0.0945 0.5731 -1.0067 0.3111 0.2337 0.3122 0.2929


Entry 15:
Molecular formula: C3H4FNO
Method: DFT, the ωB97M-V functional and the def2-TZVPD basis

Computed properties:
Molar mass: 89.1 g mol⁻¹
ΔE to the lowest compared entry with this formula, charge and spin: 0.788 eV
HOMO energy: -11.45 eV
SMILES string: N#CC[C@@H](O)F

Element x y z (Å)
F (-1.41, -0.55, -1.03)
O (0.01, 1.26, -1.19)
N (2.19, -1.08, -0.18)
C (1.25, -0.70, 0.34)
C (-0.79, 0.52, -0.35)
C (0.02, -0.35, 0.91)
H (-1.57, 1.03, 0.00)
H (0.81, 0.77, -1.41)
H (-0.02, 0.33, 1.77)
H (-0.50, -1.24, 1.14)

Let us look at the Mulliken charges, expressed in e, one per atom: -0.3042 -0.4589 -0.4064 0.3069 0.0613 -0.4960 0.3921 0.3401 0.2884 0.2766


Entry 16:
Molecular formula: C3H4FNO2
Method: DFT, the ωB97M-V functional and the def2-TZVPD basis

Computed properties:
Molar mass: 105.1 g mol⁻¹
ΔE to the lowest compared entry with this formula, charge and spin: 0.623 eV
HOMO energy: -10.06 eV
SMILES string: [H]/N=C/CF.O=C=O

Element x y z (Å)
F (-0.81, 0.34, -2.62)
O (2.35, 0.21, 0.81)
O (1.30, 0.88, 2.76)
N (-0.79, -0.69, 0.77)
C (-0.14, 0.12, -1.41)
C (-1.14, -0.39, -0.38)
C (1.88, 0.51, 1.84)
H (-1.44, -0.93, 1.50)
H (-2.18, -0.35, -0.57)
H (0.68, -0.62, -1.82)
H (0.29, 0.92, -0.88)

Let us look at the Mulliken charges, expressed in e, one per atom: -0.2975 -0.3857 -0.3606 -0.4511 -0.0936 -0.1535 0.7339 0.2230 0.4337 0.1979 0.1535


Entry 17:
Molecular formula: C3H4FNO2S
Method: DFT, the ωB97M-V functional and the def2-TZVPD basis

Computed properties:
Molar mass: 137.1 g mol⁻¹
ΔE to the lowest compared entry with this formula, charge and spin: 5.344 eV
HOMO energy (spin up / spin down): -12.41 / -10.24 eV

Element x y z (Å)
S (-1.15, -0.47, -0.43)
F (-1.68, -1.95, 0.10)
O (-0.38, -0.75, -1.59)
O (-2.30, 0.35, -0.46)
N (0.18, 2.75, -2.40)
C (-0.13, -0.14, 0.95)
C (-0.10, 2.42, -1.34)
C (1.24, -0.60, 0.88)
H (-0.53, 0.51, 1.71)
H (1.60, -0.92, 1.87)
H (1.32, -1.40, 0.15)
H (1.92, 0.20, 0.57)

Let us look at the Mulliken charges, expressed in e, one per atom: 1.0327 -0.2649 -0.4875 -0.5197 -0.2230 -0.2781 0.2026 -0.8604 0.4672 0.3276 0.3414 0.2621


Entry 18:
Molecular formula: C3H4FNO3
Method: DFT, the ωB97M-V functional and the def2-TZVPD basis

Computed properties:
Molar mass: 121.1 g mol⁻¹
ΔE to the lowest compared entry with this formula, charge and spin: 5.949 eV
HOMO energy: -9.90 eV

Element x y z (Å)
F (-2.37, -0.37, -0.31)
O (-1.03, 1.93, 0.31)
O (0.76, -1.81, -0.49)
O (-0.64, -1.28, -2.09)
N (-0.35, -1.36, -0.90)
C (-1.13, -0.63, 0.09)
C (1.24, 0.93, 0.51)
C (-0.18, 1.15, 0.24)
H (1.67, 1.87, 0.06)
H (1.64, 0.92, 1.51)
H (-1.14, -1.21, 1.06)
H (1.53, -0.14, 0.02)

Let us look at the Mulliken charges, expressed in e, one per atom: -0.2519 -0.3651 -0.5851 -0.5262 0.8338 -0.0958 -0.8674 0.6679 0.2922 0.3168 0.2700 0.3108


Entry 19:
Molecular formula: C3H4FNS2
Method: DFT, the ωB97M-V functional and the def2-TZVPD basis

Computed properties:
Molar mass: 137.2 g mol⁻¹
ΔE to the lowest compared entry with this formula, charge and spin: 1.117 eV
HOMO energy: -8.92 eV
SMILES string: F/C=C\S/C=N\S

Element x y z (Å)
S (2.13, -1.20, -0.49)
S (-0.28, 1.22, -0.64)
F (-2.64, -0.55, -0.86)
N (2.31, 0.41, -0.05)
C (-0.88, 0.00, 0.49)
C (1.44, 1.35, -0.11)
C (-1.96, -0.70, 0.25)
H (-2.42, -1.50, 0.86)
H (-0.37, -0.09, 1.47)
H (0.89, -1.26, -1.09)
H (1.78, 2.33, 0.18)

Let us look at the Mulliken charges, expressed in e, one per atom: -0.0665 -0.0694 -0.2280 -0.3287 -0.4653 -0.1096 0.0251 0.3373 0.3108 0.1520 0.4423


Entry 20:
Molecular formula: C3H4FO2S
Method: DFT, the ωB97M-V functional and the def2-TZVPD basis

Computed properties:
Molar mass: 123.1 g mol⁻¹
ΔE to the lowest compared entry with this formula, charge and spin: 0.797 eV
Total charge: -1
HOMO energy: -4.91 eV

Element x y z (Å)
S (-0.59, 1.42, -2.06)
F (-0.91, 0.44, 1.43)
O (-1.22, -1.18, -0.89)
O (-0.14, -2.61, 0.53)
C (0.12, -0.25, 0.85)
C (1.34, 0.36, 0.92)
C (-0.45, -1.50, 0.10)
H (-0.85, 0.17, -1.64)
H (1.63, 1.31, 1.41)
H (-1.20, 1.97, -1.16)
H (2.28, -0.12, 0.51)

Let us look at the Mulliken charges, expressed in e, one per atom: -0.4010 -0.2603 -0.7341 -0.6443 0.3243 -0.6155 0.5468 0.2677 0.2573 0.0619 0.1971